No. 1
87
Properties=species:S:1:pos:R:3:forces:R:3:lowdin_charge:R:1 method="wB97M-V/def2-TZVPD" charge=+1 homo_lumo_gap_ev="9.579 / 5.657" total_energy_ha=-4415.4378 homo_energy_ev="-11.571 / -11.570" multiplicity=2
Ag -8.646123 2.032124 12.718387 0.23 0.11 -0.25 0.566
I -6.179266 0.622150 11.787831 -0.18 0.08 0.01 0.383
C -12.637033 -0.549834 9.360870 -0.63 0.79 -0.19 -0.214
C -11.835946 -1.157938 10.482371 0.83 0.30 -0.04 -0.227
C -10.333438 -0.920428 10.067174 -1.28 0.60 1.66 -0.166
S -10.321939 0.900840 9.747337 -1.92 -2.68 -2.10 0.693
O -9.388127 1.212786 8.692424 0.19 0.48 0.76 -0.318
O -10.371169 1.589811 11.018491 0.42 0.36 0.13 -0.396
C -12.062827 0.863713 9.067177 0.62 0.43 -0.46 -0.173
H -13.690275 -0.499573 9.637018 -0.05 0.16 -0.04 0.116
H -12.600422 -1.170434 8.465544 0.21 0.11 -0.08 0.119
H -12.108350 -2.187756 10.713413 0.39 -0.13 -0.40 0.123
H -12.108108 -0.622499 11.391950 0.47 0.20 0.17 0.087
H -10.095644 -1.526379 9.192893 0.31 0.39 0.01 0.116
H -9.693380 -1.066904 10.937210 0.31 -0.25 -0.30 0.072
H -12.040299 1.090552 8.001287 0.57 -0.38 -0.12 0.102
H -12.544903 1.777168 9.415477 -0.36 -0.41 0.84 0.091
C -13.274964 4.750838 11.922419 0.61 -0.81 0.88 -0.157
C -12.634500 5.985107 12.646400 0.55 0.59 -0.38 -0.198
C -11.637359 5.605781 13.742385 -0.37 -1.67 0.55 -0.186
S -11.907674 3.773096 14.070173 0.71 0.16 -1.93 0.753
O -12.170951 3.600805 15.486819 0.19 -0.27 -0.35 -0.338
O -10.849294 2.954137 13.410106 -1.95 1.44 1.35 -0.393
C -13.469190 3.672292 13.054334 -0.30 1.02 0.59 -0.181
H -12.639245 4.295915 11.162802 0.62 0.27 0.14 0.096
H -14.153800 4.999742 11.327622 -0.36 0.06 0.68 0.118
H -13.323707 6.688586 13.113538 -0.68 -0.54 -0.17 0.117
H -12.072330 6.652528 11.993249 -0.17 -0.32 -0.59 0.098
H -11.892928 6.054368 14.702356 0.11 0.02 -0.06 0.095
H -10.586631 5.785309 13.514720 -0.10 -0.25 -0.06 0.088
H -14.268314 3.969876 13.733266 0.18 0.66 0.34 0.098
H -13.820139 2.653848 12.887846 0.92 -0.18 -0.80 0.098
C -5.409726 5.568955 15.884987 1.20 1.05 -1.68 -0.166
C -4.195579 4.823159 15.165970 -1.87 -1.05 1.08 -0.200
C -4.869820 3.784604 14.332395 -2.13 -0.05 -1.60 -0.239
S -6.061134 4.836621 13.364200 1.03 1.27 -0.61 0.744
O -7.317006 4.150036 13.032483 1.10 0.62 -0.22 -0.435
O -5.249670 5.535664 12.320110 -1.89 -1.42 1.76 -0.343
C -6.402587 6.037220 14.742048 0.51 -1.09 1.09 -0.174
H -4.952919 6.401273 16.420410 -0.38 0.23 -0.04 0.108
H -5.951485 4.974911 16.620998 0.27 -0.37 -0.26 0.099
H -3.725344 4.214856 15.938591 1.07 0.76 -0.07 0.122
H -3.629979 5.430827 14.459615 0.48 0.29 0.86 0.123
H -5.533617 3.117755 14.882642 0.11 -0.08 0.24 0.091
H -4.325025 3.199015 13.591864 0.28 0.27 0.08 0.096
H -7.399406 5.862067 15.146719 -0.14 -0.03 -0.60 0.070
H -6.310972 7.074066 14.418559 0.32 -0.26 -0.20 0.103
C -11.207738 -0.972130 16.642703 0.18 -1.49 -0.24 -0.204
C -12.024334 0.031705 15.855141 0.08 1.26 -0.61 -0.215
C -12.091354 -0.388280 14.333450 1.24 -0.74 1.70 -0.154
S -10.371371 -1.068928 14.061384 -1.46 0.07 -0.12 0.720
O -9.539168 0.054461 13.686607 0.32 -0.23 -0.29 -0.420
O -10.455765 -2.234619 13.180195 0.43 1.08 1.23 -0.322
C -9.946873 -1.400485 15.819103 -0.74 -0.50 -0.17 -0.172
H -11.839622 -1.840066 16.831127 0.10 -0.37 -0.32 0.113
H -10.955551 -0.685354 17.663618 0.25 0.58 -0.25 0.116
H -11.547025 0.999717 16.007572 0.18 0.17 -0.68 0.077
H -13.003258 0.208408 16.300779 -0.20 -0.47 -0.20 0.119
H -12.275620 0.372694 13.575122 0.17 0.10 0.27 0.078
H -12.762856 -1.239130 14.218383 -0.02 0.03 -0.12 0.102
H -9.023786 -0.880447 16.075153 -0.25 0.36 -0.28 0.101
H -9.720312 -2.466037 15.856217 -0.24 -0.04 0.18 0.099
C -8.088736 4.577771 10.147904 -1.01 -1.31 -0.06 -0.208
C -9.501200 4.868407 10.682699 0.01 0.52 -0.44 -0.252
C -9.929343 6.069025 9.893069 -0.20 0.65 -1.92 -0.210
S -9.622799 5.501641 8.105122 1.36 2.67 0.75 0.762
O -9.058060 6.687148 7.377134 -1.67 -2.67 0.97 -0.366
O -10.760839 4.697945 7.650004 1.14 0.86 0.22 -0.346
C -8.251742 4.406573 8.610995 0.45 0.76 0.02 -0.195
H -7.729575 3.660805 10.615097 0.15 -0.13 -0.23 0.066
H -7.347217 5.338584 10.391648 -0.24 0.19 -0.11 0.110
H -9.571366 5.046927 11.755691 0.14 -0.32 -0.03 0.085
H -10.149570 4.062632 10.338522 -0.07 -0.36 0.63 0.090
H -9.278013 6.932920 10.025584 0.16 -0.06 -0.03 0.103
H -10.949638 6.452547 9.895355 -0.17 -0.45 0.25 0.088
H -7.297234 4.776161 8.236272 -0.40 -0.04 -0.86 0.106
H -8.551087 3.465383 8.149828 0.36 -0.36 0.70 0.077
C -10.139658 3.160734 17.908536 -0.95 -0.93 0.31 -0.042
C -9.422718 4.491270 17.704609 0.26 -1.78 -0.04 -0.255
O -8.590288 4.169813 16.587378 0.22 2.69 -0.31 0.122
C -8.742845 2.964892 16.100433 0.48 -2.16 -1.43 -0.510
O -8.195666 2.564985 15.066575 -1.48 0.68 3.40 0.050
O -9.524621 2.264307 16.962273 -0.18 -0.06 -1.10 0.064
F -8.599385 4.773394 18.727255 0.11 0.51 0.28 0.098
H -11.218383 3.257677 17.785842 0.03 0.06 -1.09 0.119
H -10.149781 2.624552 18.857489 1.08 0.63 0.39 0.148
H -10.097990 5.315479 17.474823 0.39 0.14 0.02 0.175

---

No. 2
117
Properties=species:S:1:pos:R:3:forces:R:3:lowdin_charge:R:1 method="wB97M-V/def2-TZVPD" smiles="O=NO[C@H]1CC(=O)N[C@H]1CCCCCCCCCCCCn1cccc1.CN(C)P(=O)(N(C)C)N(C)C.CN(C)P(=O)(N(C)C)N(C)C" homo_lumo_gap_ev=7.364 total_energy_ha=-2812.0338 homo_energy_ev=-7.870 de_lowest_ev=3.056
O 1.201040 -5.523863 1.364326 0.63 -0.22 -0.86 0.096
N 1.297033 -4.713468 0.522376 -0.34 -1.12 1.12 -0.017
O 0.836172 -3.494174 1.048224 -0.81 2.09 0.25 -0.119
C -0.525950 -3.291383 0.619782 -0.97 -1.92 -1.20 -0.280
C -1.692542 -3.454286 1.667911 1.74 1.17 -0.70 -0.006
C -2.891579 -2.996877 0.759810 2.11 0.25 1.55 -0.433
O -4.011433 -3.368201 0.925287 -0.32 0.32 -0.72 0.110
N -2.379295 -2.108193 -0.283897 -0.21 -1.79 -0.25 0.096
C -0.891769 -2.066431 -0.290416 1.88 -0.46 -0.58 -0.258
C -0.159823 -0.693764 -0.083190 -1.09 0.40 1.46 -0.122
C 0.130527 -0.359936 1.449592 -0.19 0.62 -1.27 -0.177
C -1.235093 0.066546 2.085335 0.30 0.07 0.75 -0.201
C -1.198477 0.287208 3.645171 0.76 -0.28 -0.10 -0.205
C -1.745457 -0.903690 4.498866 -0.48 0.27 0.52 -0.204
C -3.285996 -1.234237 4.317668 -0.11 0.25 0.65 -0.193
C -4.143088 -0.131850 3.608675 -0.52 -1.13 -0.72 -0.223
C -5.693777 -0.264692 3.870808 0.40 0.90 -0.72 -0.186
C -6.404406 0.893534 3.032060 0.80 -0.23 -0.36 -0.200
C -7.349971 0.353927 1.896220 -0.80 0.66 0.31 -0.200
C -8.851118 0.786026 2.200545 0.85 -0.56 -0.58 -0.185
C -9.789458 -0.130470 1.341884 0.58 1.24 0.83 -0.152
N -9.771716 -1.499802 1.890740 -0.48 0.60 -1.72 -0.160
C -10.008725 -2.500404 0.977091 0.18 -3.16 1.69 -0.110
C -9.953084 -3.748884 1.683885 0.15 1.97 0.97 -0.084
C -9.693389 -3.397821 3.098416 -0.01 1.32 -1.26 -0.091
C -9.571523 -1.972946 3.164987 -0.36 -2.20 -0.39 -0.101
H -0.697805 -4.180550 -0.059173 -0.01 0.85 0.31 0.143
H -1.753147 -4.489563 2.059276 -0.28 0.81 -0.20 0.133
H -1.412947 -2.709750 2.450730 -0.85 -0.68 -0.18 0.094
H -2.555500 -2.712556 -1.100525 -0.76 1.03 -0.07 0.137
H -0.543526 -2.386657 -1.308231 -0.53 0.37 0.67 0.147
H -0.892839 0.096853 -0.403274 0.66 -0.68 0.04 0.119
H 0.735075 -0.559144 -0.729678 -0.56 -0.57 0.49 0.091
H 0.843852 0.508682 1.417867 -0.65 -0.67 0.40 0.109
H 0.651546 -1.192643 1.976523 -0.53 0.48 -0.31 0.105
H -1.559839 1.026969 1.613322 0.19 -0.87 0.15 0.124
H -2.001494 -0.711594 1.866349 0.46 0.71 -0.02 0.075
H -0.124626 0.431791 3.945166 -0.85 -0.03 -0.23 0.110
H -1.711029 1.246687 3.913415 0.31 -0.95 -0.16 0.102
H -1.597290 -0.622185 5.577141 -0.03 -0.24 -0.92 0.106
H -1.170697 -1.856629 4.367054 -0.21 0.92 -0.09 0.097
H -3.417884 -2.230452 3.816949 0.01 0.98 0.20 0.102
H -3.712661 -1.374081 5.348448 0.35 0.04 -0.83 0.106
H -4.020083 -0.290630 2.501242 -0.08 0.40 0.87 0.109
H -3.829184 0.916205 3.812469 -0.11 -0.80 0.16 0.108
H -6.080810 -1.230124 3.468513 0.42 0.50 0.60 0.104
H -5.899522 -0.184535 4.964207 0.03 -0.12 -0.78 0.106
H -5.592056 1.473863 2.515981 -0.62 -0.43 0.57 0.099
H -6.901684 1.637561 3.708231 0.13 -0.75 -0.64 0.107
H -7.083439 0.766674 0.885610 -0.10 -0.24 0.94 0.111
H -7.294550 -0.758713 1.780366 0.01 0.87 0.35 0.107
H -8.956303 1.871767 1.943090 -0.13 -0.96 0.20 0.116
H -9.014607 0.671633 3.301554 -0.18 0.10 -0.95 0.096
H -9.344813 -0.178842 0.317842 -0.46 -0.02 0.75 0.121
H -10.821908 0.295370 1.247295 0.73 -0.58 0.28 0.125
H -10.207039 -2.392016 -0.104058 0.26 0.47 1.01 0.117
H -10.072498 -4.765776 1.266059 0.06 0.95 0.33 0.083
H -9.596695 -4.059974 3.977722 -0.04 0.44 -0.86 0.084
H -9.348725 -1.342339 4.038615 -0.23 -0.35 -0.83 0.112
O 2.622348 -1.735440 -3.885493 -1.50 -3.40 0.60 -0.316
P 3.899406 -2.538765 -3.637768 3.59 5.61 -0.67 0.729
N 4.370916 -1.760033 -2.201863 -0.71 -0.26 1.11 -0.325
C 5.522073 -0.924246 -1.973769 0.46 -0.43 -0.13 -0.125
C 3.442745 -1.740444 -1.085278 -0.32 0.15 -0.17 -0.135
N 4.702269 -1.934975 -5.049493 0.83 -0.09 -1.07 -0.359
C 5.117866 -0.546422 -5.139092 0.01 0.25 0.59 -0.131
C 4.005770 -2.303028 -6.281513 -0.11 -0.27 0.19 -0.152
N 5.268128 -3.631413 -3.411272 -1.65 -1.44 -0.10 -0.300
C 5.066626 -4.733102 -2.473206 0.05 0.05 0.34 -0.130
C 6.346598 -3.897336 -4.350257 0.03 -0.17 -0.61 -0.120
H 6.408413 -1.296189 -2.492719 -0.06 0.01 -0.14 0.075
H 5.789343 -0.897774 -0.912445 -0.15 -0.11 0.02 0.083
H 5.330360 0.108131 -2.289663 0.06 0.04 0.00 0.064
H 3.876013 -2.262329 -0.223080 0.04 0.13 0.05 0.084
H 2.512239 -2.255854 -1.328447 0.04 0.09 -0.11 0.056
H 3.184967 -0.717888 -0.788422 -0.03 0.00 0.07 0.062
H 4.311494 0.150663 -4.874096 0.02 0.07 -0.05 0.084
H 5.461114 -0.298433 -6.145672 -0.17 -0.25 -0.09 0.081
H 5.976365 -0.350564 -4.494751 -0.10 0.01 0.11 0.057
H 3.125489 -1.675255 -6.458274 -0.06 -0.07 -0.01 0.079
H 3.672390 -3.345100 -6.237146 -0.05 0.03 0.01 0.074
H 4.675534 -2.219332 -7.141931 0.08 0.06 0.10 0.079
H 5.864361 -4.736229 -1.724453 0.05 -0.08 -0.07 0.087
H 5.052424 -5.703313 -2.978918 0.00 0.02 0.02 0.083
H 4.120135 -4.632473 -1.937667 0.03 0.10 -0.02 0.067
H 6.904048 -2.989717 -4.578110 -0.29 0.05 -0.10 0.076
H 5.982688 -4.340703 -5.280933 0.20 0.03 -0.07 0.082
H 7.074618 -4.590750 -3.917273 -0.34 -0.14 0.26 0.084
O 1.741288 4.700697 0.067812 -1.69 0.82 -3.25 -0.311
P 2.964924 4.973483 -0.805487 3.94 -1.51 5.22 0.728
N 3.611124 3.400772 -0.772507 -0.63 -0.98 -0.74 -0.329
C 4.840128 2.951623 -0.169378 0.41 0.36 -0.33 -0.119
C 2.782070 2.296814 -1.223782 -0.31 0.09 0.22 -0.134
N 3.697432 6.048834 0.338872 0.74 1.10 0.36 -0.360
C 4.214413 5.558179 1.604334 0.07 -0.64 -0.03 -0.132
C 2.876817 7.233190 0.588033 -0.11 -0.06 -0.32 -0.153
N 4.256441 5.403998 -1.931199 -1.75 0.55 -1.19 -0.302
C 4.044372 5.036419 -3.328813 0.09 -0.31 -0.11 -0.133
C 5.231075 6.473504 -1.784550 -0.04 0.61 0.13 -0.121
H 5.648988 3.674239 -0.299354 -0.07 0.11 0.08 0.075
H 5.193673 2.024647 -0.632164 -0.15 0.02 -0.11 0.066
H 4.706628 2.753798 0.900643 0.06 -0.01 0.03 0.083
H 3.241325 1.807290 -2.091984 0.06 -0.12 0.10 0.076
H 1.796720 2.640455 -1.541945 0.03 0.05 0.16 0.073
H 2.632823 1.550467 -0.434497 -0.05 -0.05 -0.01 0.064
H 3.490741 4.926793 2.136447 0.03 0.01 0.08 0.088
H 4.494277 6.381213 2.265230 -0.20 0.18 -0.18 0.080
H 5.134886 4.990571 1.459477 -0.09 -0.11 -0.03 0.057
H 2.038296 7.017421 1.259227 -0.06 0.03 -0.06 0.079
H 2.465659 7.619535 -0.350462 -0.05 -0.03 0.02 0.074
H 3.479720 8.034092 1.025171 0.10 -0.11 0.00 0.079
H 4.897157 4.457386 -3.696041 0.04 0.10 -0.04 0.086
H 3.912338 5.915243 -3.967332 0.00 -0.03 0.01 0.082
H 3.155315 4.413434 -3.446385 0.04 -0.02 0.10 0.071
H 5.838799 6.333721 -0.891490 -0.29 0.04 0.10 0.076
H 4.759227 7.459088 -1.749456 0.19 0.07 0.05 0.081
H 5.934225 6.474238 -2.623672 -0.33 -0.21 -0.23 0.084